No. 1
Molecular formula: C4H4O2Tl
Method: DFT, wB97M-V/def2-TZVPD

Each line ends with the Löwdin charge.
Atoms and positions in Å:
1 H 0.852 -0.201 -1.650  0.18
2 O -2.557 0.704 -0.280  0.43
3 C -1.789 0.012 0.164  0.04
4 C -0.772 -0.751 0.727  0.14
5 C 0.969 -0.444 -0.580  -0.14
6 C 0.269 -1.695 -0.083  0.03
7 H -0.986 -1.059 1.758  0.18
8 H 0.883 -2.208 0.662  0.16
9 H -0.177 -2.206 -0.948  0.16
10 O 1.254 0.438 0.253  -0.33
11 Tl 2.674 1.922 1.069  1.16

Forces on the atoms, in the same order (eV/Å):
0.8 0.0 0.0
0.3 -0.4 0.2
0.0 0.3 -0.3
-0.8 -2.9 -0.1
-0.6 1.1 0.5
-0.6 2.9 0.3
0.2 0.5 0.0
-0.4 -0.4 -0.3
0.1 -0.4 0.7
-1.0 -2.6 -2.2
2.0 2.0 1.1

Relative energy (zero: lowest compared OMol25 entry of this formula, charge and spin) ... 0.851 eV
<S²> ... 0.76
Total charge ... +2
2S+1 ... 2
Lowest unoccupied orbital energy (alpha / beta) ... -0.3476 / -0.4477 hartree
HOMO level (alpha / beta) ... -19.525 / -19.526 eV
Orbital gap (alpha / beta) ... 0.3699 / 0.2698 Eh

=====

No. 2
Molecular formula: C2H4N2OS
Method: DFT, wB97M-V/def2-TZVPD

Each line ends with the Löwdin charge.
Atoms and positions in Å:
1 H 0.111 0.698 2.595  0.06
2 N 0.920 1.137 2.134  0.12
3 C 0.893 0.944 0.876  -0.30
4 N 0.070 0.055 0.091  -0.44
5 S -0.314 0.536 -1.526  0.83
6 C -0.174 -1.234 0.440  -0.38
7 O -0.834 -2.031 -0.242  -0.01
8 H 1.677 1.375 0.301  0.09
9 H -1.657 0.414 -1.436  -0.11
10 H 0.325 -1.414 1.416  0.14

Forces on the atoms, in the same order (eV/Å):
0.3 0.0 0.0
-1.0 -0.4 -1.1
0.0 -0.8 1.1
-0.1 1.2 -0.4
0.0 0.1 0.1
-1.1 -1.8 -0.6
1.6 1.7 1.8
0.4 0.6 -0.6
0.3 0.1 0.2
-0.4 -0.6 -0.2

Relative energy (zero: lowest compared OMol25 entry of this formula, charge and spin) ... 2.083 eV
Total charge ... 0
Lowest unoccupied orbital energy ... 0.0183 hartree
HOMO level ... -9.840 eV
SMILES ... [H]/N=C\N(S)C=O
Orbital gap ... 0.3799 Eh

=====

No. 3
Molecular formula: C4H8NS
Method: DFT, wB97M-V/def2-TZVPD

Each line ends with the Löwdin charge.
Atoms and positions in Å:
1 C -1.011 1.297 -0.230  -0.29
2 S -1.889 -0.214 0.249  0.94
3 C -0.597 -1.259 -0.491  -0.41
4 N 0.707 -0.807 -0.049  -0.06
5 C 0.932 0.123 1.148  0.01
6 C 0.769 0.722 -0.181  -0.07
7 H -1.272 1.887 0.599  0.04
8 H -0.992 1.785 -1.154  0.05
9 H -0.621 -1.211 -1.645  0.14
10 H -0.924 -2.261 -0.021  0.12
11 H 1.480 -1.153 -0.431  0.12
12 H 1.940 -0.174 1.420  0.14
13 H 0.018 0.204 1.750  0.11
14 H 1.461 1.062 -0.963  0.15

Forces on the atoms, in the same order (eV/Å):
3.7 -2.8 0.7
1.0 0.2 -1.5
-2.5 -2.2 -0.4
-4.6 4.3 1.7
1.1 -1.0 -1.5
-3.5 0.7 0.4
0.5 1.6 0.8
-1.0 0.3 -1.5
0.0 -0.4 1.9
1.1 1.1 -1.3
3.9 -2.4 -1.8
-0.3 0.7 1.2
0.9 -0.3 0.4
-0.1 0.2 0.9

Relative energy (zero: lowest compared OMol25 entry of this formula, charge and spin) ... 2.341 eV
Total charge ... +1
Lowest unoccupied orbital energy ... -0.1166 hartree
HOMO level ... -13.940 eV
SMILES ... C1SC[N@@H+]2C[C@H]12
Orbital gap ... 0.3957 Eh

=====

No. 4
Molecular formula: C36H32F6FeGeNO3Si
Method: DFT, wB97M-V/def2-TZVPD

Each line ends with the Löwdin charge.
Atoms and positions in Å:
1 Fe -2.153 -1.232 -1.194  1.10
2 C -5.326 -0.277 -0.947  -0.16
3 Si -4.473 0.489 -2.465  0.41
4 C -5.089 -0.218 -4.029  -0.16
5 C -4.687 2.334 -2.185  -0.16
6 N -2.759 0.146 -2.387  -0.11
7 C -1.723 0.572 -3.130  -0.29
8 C -1.739 1.711 -3.999  -0.01
9 C -0.575 2.256 -4.551  -0.08
10 C 0.677 1.673 -4.347  -0.07
11 C 0.721 0.503 -3.572  -0.01
12 C -0.437 -0.034 -3.001  -0.17
13 F -0.435 -1.356 -2.539  0.01
14 H -6.374 -0.002 -1.113  0.04
15 H -4.952 0.221 -0.063  0.02
16 H -5.126 -1.323 -0.730  0.02
17 H -6.004 0.336 -4.268  0.04
18 H -5.433 -1.262 -3.978  0.05
19 H -4.445 -0.101 -4.895  0.03
20 H -4.578 2.850 -3.173  0.04
21 H -3.871 2.627 -1.479  0.06
22 H -5.684 2.454 -1.814  0.02
23 H -2.652 2.053 -4.460  0.10
24 H -0.673 3.068 -5.237  0.10
25 H 1.549 2.096 -4.792  0.10
26 H 1.607 -0.062 -3.409  0.11
27 O -0.713 -0.205 0.199  -0.06
28 C -1.412 -0.628 1.171  -0.59
29 O -2.568 -1.125 0.964  -0.04
30 C -0.868 -0.455 2.641  -0.17
31 C -0.222 0.864 2.804  -0.27
32 Ge 1.678 0.992 2.249  1.05
33 C 2.743 1.568 3.830  -0.29
34 C 2.308 1.299 5.108  -0.12
35 C 3.093 1.763 6.202  -0.09
36 C 4.346 2.316 5.992  -0.10
37 C 4.826 2.443 4.682  -0.11
38 C 4.068 2.080 3.651  -0.12
39 C 1.933 2.571 1.043  -0.27
40 C 2.058 3.843 1.563  -0.11
41 C 2.334 4.949 0.748  -0.09
42 C 2.628 4.803 -0.596  -0.08
43 C 2.379 3.547 -1.129  -0.07
44 C 2.011 2.446 -0.310  -0.10
45 C 2.573 -0.588 1.606  -0.26
46 C 2.517 -1.007 0.267  -0.10
47 C 3.185 -2.175 -0.120  -0.10
48 C 3.953 -2.884 0.766  -0.09
49 C 4.048 -2.459 2.112  -0.08
50 C 3.503 -1.236 2.492  -0.08
51 H -0.118 -1.263 2.822  0.13
52 H -1.753 -0.583 3.242  0.11
53 H -0.263 1.204 3.888  0.09
54 H -0.611 1.665 2.139  0.08
55 H 1.422 0.694 5.286  0.09
56 H 2.679 1.760 7.240  0.11
57 H 4.948 2.569 6.885  0.11
58 H 5.839 2.866 4.602  0.11
59 H 4.384 2.292 2.655  0.10
60 H 2.081 3.925 2.655  0.10
61 H 2.177 5.890 1.265  0.10
62 H 2.905 5.637 -1.200  0.09
63 H 2.432 3.247 -2.168  0.09
64 H 1.796 1.549 -0.801  0.05
65 H 1.919 -0.435 -0.513  0.09
66 H 3.051 -2.504 -1.119  0.09
67 H 4.537 -3.745 0.412  0.11
68 H 4.566 -3.122 2.806  0.10
69 H 3.623 -0.858 3.506  0.09
70 F -1.033 -7.700 -0.164  0.11
71 C -1.342 -6.491 -0.667  -0.12
72 C -2.352 -6.383 -1.652  -0.13
73 F -2.993 -7.478 -2.108  0.11
74 C -2.788 -5.169 -2.101  -0.14
75 F -3.936 -5.163 -2.802  0.11
76 C -2.227 -3.964 -1.592  -0.28
77 O -2.914 -2.893 -1.840  -0.12
78 C -1.114 -4.102 -0.742  -0.08
79 F -0.492 -2.930 -0.259  0.03
80 C -0.659 -5.318 -0.285  -0.14
81 F 0.466 -5.442 0.432  0.12

Forces on the atoms, in the same order (eV/Å):
-0.2 0.4 1.4
0.9 0.4 -0.7
0.1 0.0 1.3
-1.2 -0.1 -0.8
1.3 -0.5 -1.4
0.0 -1.5 0.8
1.6 1.4 -0.6
0.8 -0.5 -0.4
-0.2 -1.2 0.3
-1.1 -0.6 1.1
-1.0 -0.3 0.3
-0.2 1.1 -1.7
0.2 0.8 0.4
0.0 -0.5 0.3
-0.1 0.5 0.3
-0.5 -0.3 -0.4
-0.1 0.1 -0.1
0.4 0.2 0.2
0.3 0.0 0.0
-0.1 0.0 1.0
-0.9 0.1 -0.5
-0.5 0.5 0.4
-0.5 0.2 0.7
0.0 0.5 -0.3
0.5 0.1 -0.1
0.8 -0.2 -0.1
-0.6 -0.7 -0.3
0.3 0.5 0.8
0.7 -0.1 -0.8
-0.6 -1.5 -2.1
1.1 2.0 0.7
0.5 1.4 0.4
0.7 -0.7 -0.6
0.8 0.5 0.9
-0.6 0.0 0.6
-0.5 -0.5 0.8
2.1 0.8 2.5
-2.6 -0.2 -1.4
-0.3 -1.1 1.0
0.6 0.3 0.4
-0.5 -0.1 1.4
-1.0 -0.7 0.1
-0.1 -1.7 0.3
0.5 2.1 -1.2
1.5 -0.1 -0.3
-0.8 0.1 -0.1
-0.3 1.0 0.1
0.4 -0.3 0.9
0.4 0.0 -0.8
-1.7 -0.7 -0.6
-0.8 0.2 -0.1
-0.1 -0.2 0.5
0.0 -0.2 -1.4
-0.4 -0.5 0.7
-0.1 0.4 0.1
0.4 -0.4 -1.0
-0.3 0.1 -0.8
-0.5 -0.3 -0.4
0.3 -0.1 -0.7
-0.4 0.5 -0.3
0.8 0.3 -0.4
0.1 0.4 -0.4
0.3 0.7 -0.3
-0.2 -1.3 -0.6
0.6 -1.0 1.3
0.2 -0.3 -0.8
-0.5 0.2 0.3
0.1 0.5 0.0
0.0 -0.1 -0.2
0.2 0.6 -0.3
-0.3 0.5 -0.7
0.4 -1.0 0.7
0.4 0.3 0.5
0.1 0.4 0.7
0.6 0.4 0.0
-0.7 -2.1 0.0
0.7 2.2 0.3
0.3 1.4 0.1
-1.0 -1.3 -0.8
-0.1 -1.6 -0.4
-0.5 0.3 0.1

Relative energy (zero: lowest compared OMol25 entry of this formula, charge and spin) ... 1.968 eV
<S²> ... 8.77
Total charge ... 0
2S+1 ... 6
Lowest unoccupied orbital energy (alpha / beta) ... 0.0139 / -0.0802 hartree
HOMO level (alpha / beta) ... -8.596 / -8.588 eV
Orbital gap (alpha / beta) ... 0.3298 / 0.2354 Eh

=====

No. 5
Molecular formula: C3H11NO2
Method: DFT, wB97M-V/def2-TZVPD

Each line ends with the Löwdin charge.
Atoms and positions in Å:
1 C -3.753 1.828 -1.488  -0.08
2 C -4.525 0.624 -0.965  -0.32
3 O -5.500 0.130 -1.875  -0.08
4 H -4.006 2.729 -0.936  0.07
5 H -2.695 1.629 -1.332  0.07
6 H -3.897 2.009 -2.554  0.07
7 H -4.992 0.810 -0.011  0.10
8 H -3.934 -0.280 -0.670  0.11
9 H -5.264 0.389 -2.752  0.05
10 N 3.907 0.041 1.993  0.01
11 C 4.167 -1.217 1.295  -0.39
12 O 5.544 -1.427 1.126  -0.08
13 H 4.334 -0.084 2.907  0.06
14 H 4.464 0.753 1.529  0.07
15 H 3.546 -2.016 1.729  0.12
16 H 3.771 -1.063 0.283  0.10
17 H 5.694 -2.334 0.778  0.10

Forces on the atoms, in the same order (eV/Å):
0.5 -0.4 0.5
0.2 -1.6 0.1
-0.7 0.0 0.8
-0.1 0.1 -0.1
0.2 0.2 -0.1
-0.1 -0.1 0.0
-0.7 0.6 0.1
0.5 0.9 -0.6
0.3 0.2 -0.7
0.7 -1.2 0.1
-1.5 1.5 -1.3
0.8 -1.5 0.4
-0.2 0.3 0.2
-0.1 0.1 0.0
0.8 0.0 0.3
-0.3 -0.1 0.0
-0.1 0.9 0.3

Relative energy (zero: lowest compared OMol25 entry of this formula, charge and spin) ... 1.094 eV
Total charge ... 0
Lowest unoccupied orbital energy ... 0.0334 hartree
HOMO level ... -9.983 eV
SMILES ... CCO.NCO
Orbital gap ... 0.4003 Eh

=====

No. 6
Molecular formula: C4H9B2F5NO2S2Si
Method: DFT, wB97M-V/def2-TZVPD

Each line ends with the Löwdin charge.
Atoms and positions in Å:
1 C 0.092 -0.766 1.397  -0.16
2 Si -0.330 0.006 -0.264  0.56
3 C -0.113 -1.274 -1.660  -0.16
4 C 0.949 1.360 -0.600  -0.17
5 B -2.174 0.751 -0.398  -0.37
6 N -2.470 2.171 -0.516  0.13
7 C -2.153 2.844 0.460  -0.78
8 S -1.510 3.905 1.401  0.79
9 S -3.760 -0.324 -0.438  0.61
10 O -3.471 -1.710 -0.403  -0.28
11 O -4.716 0.193 0.476  -0.28
12 F -4.334 -0.017 -1.892  -0.19
13 H 1.067 -0.406 1.712  0.02
14 H -0.589 -0.518 2.207  0.03
15 H 0.177 -1.841 1.291  0.04
16 H 0.176 -2.233 -1.249  0.03
17 H 0.659 -0.929 -2.335  0.03
18 H -1.054 -1.368 -2.195  0.01
19 H 0.662 1.910 -1.494  0.03
20 H 1.870 0.821 -0.809  0.03
21 H 1.089 2.013 0.252  0.03
22 B 3.993 -0.919 1.014  -1.26
23 F 3.139 -1.312 -0.044  0.07
24 F 4.805 0.140 0.580  0.08
25 F 3.208 -0.489 2.108  0.07
26 F 4.787 -2.005 1.402  0.09

Forces on the atoms, in the same order (eV/Å):
-0.4 0.3 0.0
1.8 -0.7 0.0
-0.6 0.6 0.4
-0.9 -0.4 -0.2
-0.5 0.7 -0.6
-0.1 -0.9 2.0
0.6 0.8 -2.0
-0.4 -0.2 0.5
0.1 0.1 0.1
0.3 -0.7 -0.3
-0.5 0.5 0.3
0.1 0.0 -0.1
0.3 0.0 -0.2
-0.3 -0.1 0.1
-0.1 -0.2 0.1
0.0 -0.2 0.1
0.2 0.0 -0.2
0.0 -0.3 -0.3
0.1 0.3 0.0
0.2 0.0 0.1
0.1 0.3 0.1
0.2 0.0 0.0
-0.2 0.0 -0.1
0.0 0.1 0.0
-0.1 0.0 0.1
0.0 -0.1 0.0

Total charge ... -1
Lowest unoccupied orbital energy ... 0.0332 hartree
HOMO level ... -7.567 eV
Orbital gap ... 0.3113 Eh

=====

No. 7
Molecular formula: C3H10NO2
Method: DFT, wB97M-V/def2-TZVPD

Each line ends with the Löwdin charge.
Atoms and positions in Å:
1 C -1.041 -1.357 -1.042  -0.26
2 C -0.605 -0.839 0.323  -0.19
3 C 0.401 0.343 0.322  -0.29
4 O 0.961 0.488 1.534  0.03
5 N -0.959 -0.399 -2.188  0.00
6 H -2.137 -1.619 -0.960  0.12
7 H -0.505 -2.306 -1.027  0.11
8 H -1.473 -0.686 0.981  0.11
9 H -0.133 -1.595 0.958  0.11
10 H -0.097 1.224 -0.116  0.13
11 H 1.100 -0.114 -0.393  0.13
12 H -0.031 -0.225 -2.557  0.06
13 H -1.380 0.466 -1.840  0.07
14 H 1.277 1.716 1.893  0.02
15 H 2.733 2.262 1.918  0.00
16 O 1.889 2.640 2.193  -0.16

Forces on the atoms, in the same order (eV/Å):
-1.0 0.2 0.1
-0.8 0.0 2.7
-0.5 -0.5 -1.5
-0.6 -0.8 0.0
-0.2 -0.9 1.1
1.2 0.2 -0.1
0.1 0.1 -1.7
0.0 1.0 -0.4
0.4 -0.4 -0.6
0.4 0.0 0.4
0.5 0.6 -0.1
-0.1 0.0 0.3
0.3 -0.2 -0.6
1.3 3.0 1.4
0.4 0.5 0.2
-1.4 -2.6 -1.2

Relative energy (zero: lowest compared OMol25 entry of this formula, charge and spin) ... 1.369 eV
<S²> ... 0.76
Total charge ... 0
2S+1 ... 2
Lowest unoccupied orbital energy (alpha / beta) ... 0.0242 / -0.1090 hartree
HOMO level (alpha / beta) ... -10.037 / -10.049 eV
Orbital gap (alpha / beta) ... 0.3930 / 0.2603 Eh

=====

No. 8
Molecular formula: C25H25N4NiO2PS2
Method: DFT, wB97M-V/def2-TZVPD

Each line ends with the Löwdin charge.
Atoms and positions in Å:
1 Ni 0.703 0.982 -0.128  0.07
2 O 3.841 -0.134 2.103  0.06
3 C 2.791 0.284 1.674  -0.71
4 O 2.494 0.420 0.418  -0.12
5 C 1.625 0.620 2.629  -0.21
6 P 0.218 -0.114 1.740  0.97
7 C 0.558 -1.894 1.782  -0.31
8 C 1.158 -2.478 2.893  -0.07
9 C 1.365 -3.848 2.935  -0.07
10 C 0.990 -4.642 1.866  -0.08
11 C 0.416 -4.064 0.742  -0.08
12 C 0.202 -2.696 0.700  -0.09
13 C -1.391 0.186 2.477  -0.36
14 C -1.935 -0.359 3.558  -0.06
15 C -3.349 -0.117 3.851  -0.07
16 C -4.136 0.552 3.015  -0.05
17 C -3.689 1.139 1.703  -0.24
18 C -2.168 1.000 1.451  -0.55
19 H 1.445 1.701 2.624  0.09
20 H 1.811 0.280 3.650  0.09
21 H 1.496 -1.868 3.721  0.10
22 H 1.835 -4.292 3.802  0.11
23 H 1.156 -5.709 1.901  0.10
24 H 0.141 -4.677 -0.104  0.10
25 H -0.249 -2.247 -0.170  0.07
26 H -1.367 -1.009 4.211  0.11
27 H -3.757 -0.516 4.769  0.10
28 H -5.180 0.693 3.261  0.11
29 H -3.912 2.211 1.721  0.14
30 H -1.741 2.011 1.393  0.04
31 C -5.900 -2.564 -0.477  -0.02
32 C -5.510 -1.121 -0.498  -0.31
33 C -5.792 -0.296 -1.582  -0.01
34 C -5.362 1.013 -1.502  -0.15
35 N -4.698 1.487 -0.454  0.13
36 C -4.480 0.616 0.533  -0.38
37 S -1.688 0.211 -0.169  0.70
38 N -4.861 -0.651 0.561  0.20
39 H -6.841 -2.730 -0.995  0.08
40 H -5.977 -2.908 0.550  0.08
41 H -5.134 -3.157 -0.974  0.09
42 H -6.334 -0.660 -2.442  0.11
43 H -5.557 1.710 -2.309  0.10
44 C -3.044 2.318 -3.748  0.01
45 C -1.651 2.204 -3.227  -0.27
46 C -0.583 1.752 -3.955  0.03
47 C 0.615 1.501 -3.259  -0.29
48 N 0.786 1.859 -2.006  0.06
49 C -0.220 2.497 -1.323  -0.89
50 S 0.098 3.333 0.102  0.74
51 N -1.460 2.544 -1.942  0.07
52 C 1.763 0.799 -3.904  0.00
53 H -3.104 1.959 -4.772  0.09
54 H -3.376 3.356 -3.712  0.10
55 H -3.713 1.728 -3.122  0.05
56 H -0.698 1.498 -4.995  0.12
57 H -2.258 2.683 -1.333  0.12
58 H 1.513 0.444 -4.899  0.08
59 H 2.076 -0.036 -3.279  0.10
60 H 2.609 1.485 -3.965  0.10

Forces on the atoms, in the same order (eV/Å):
-0.6 -2.2 1.5
0.4 0.0 0.2
-0.3 -0.1 -0.2
-0.3 0.4 -0.3
-0.1 0.0 0.4
1.0 0.4 -0.5
-0.1 0.0 -0.2
0.0 0.1 0.1
0.0 0.0 0.1
0.0 0.0 -0.1
0.0 0.1 0.1
0.0 -0.1 0.1
-0.1 0.4 -0.7
-0.1 0.1 0.0
0.0 0.1 0.1
0.0 -0.2 -0.1
0.1 0.2 0.1
0.5 0.0 -0.1
0.1 -0.1 0.0
0.0 0.1 -0.2
0.0 0.0 0.0
0.0 0.0 0.0
0.0 0.0 0.0
0.0 0.0 0.0
-0.1 0.1 -0.1
0.1 0.0 0.0
0.0 0.0 0.0
-0.1 0.0 0.0
0.1 0.0 0.1
-0.1 -0.2 0.1
0.0 0.0 0.1
-0.1 -0.1 -0.1
0.0 0.0 0.0
-0.1 -0.1 0.1
-0.1 0.1 -0.1
0.1 0.2 0.1
0.2 -0.1 0.2
-0.1 -0.1 0.1
-0.1 0.0 -0.1
0.0 0.0 0.0
0.1 0.0 0.0
0.0 0.0 0.0
-0.1 0.0 0.0
0.1 0.0 0.0
0.0 0.0 0.1
0.1 0.1 0.1
0.1 -0.3 -0.3
-0.4 0.3 0.5
0.0 0.9 -0.8
-0.2 0.1 0.0
0.2 0.2 0.0
0.0 0.0 0.0
0.0 0.0 0.0
0.0 0.0 0.0
0.1 0.0 -0.1
0.0 0.0 -0.1
-0.1 0.1 0.0
0.0 0.0 0.0
0.0 0.0 0.0
0.0 0.0 0.0

Relative energy (zero: lowest compared OMol25 entry of this formula, charge and spin) ... 2.302 eV
Total charge ... 0
Lowest unoccupied orbital energy (alpha / beta) ... -0.0139 / -0.0127 hartree
HOMO level (alpha / beta) ... -7.652 / -7.568 eV
Orbital gap (alpha / beta) ... 0.2673 / 0.2654 Eh

=====

E_tot values (in eV) by entry order: -12979.6892; -18000.5764; -16593.0653; -160568.5393; -8873.3954; -54376.7526; -8854.4466; -108388.6007.